Here is C21H9Cl64F3N2O3 as an isolated structure from OMol25. Energies are from wB97M-V/def2-TZVPD.

ORCA input file:
```
! RIJCOSX wB97M-V def2-TZVPD def2/J DEFGRID3
* xyz 0 1
N 3.89 0.98 1.84
N 3.01 1.71 2.66
C 2.01 2.40 1.92
O 2.09 2.79 0.75
O 0.81 2.71 2.62
C -0.31 2.54 1.72
C -1.69 2.25 2.51
O -2.25 1.02 2.00
C -3.62 1.17 1.63
C -4.63 0.65 2.77
F -5.92 0.65 2.21
F -4.55 1.40 3.93
F -4.28 -0.70 3.00
H 4.16 0.13 2.35
H 3.48 0.73 0.94
H 2.52 1.10 3.35
H -0.11 1.59 1.12
H -0.40 3.39 0.98
H -2.37 3.14 2.43
H -1.37 2.07 3.59
H -3.79 0.45 0.75
H -3.92 2.21 1.31
C 2.84 -1.56 5.90
Cl 1.48 -0.75 6.70
Cl 3.22 -0.71 4.38
Cl 4.27 -1.52 6.96
Cl 2.40 -3.24 5.54
C 3.66 1.05 -2.70
Cl 3.02 -0.10 -1.52
Cl 2.42 2.26 -3.10
Cl 5.09 1.86 -2.03
Cl 4.11 0.19 -4.18
C 5.67 -6.18 5.01
Cl 6.99 -5.81 3.87
Cl 5.32 -4.75 5.99
Cl 4.22 -6.65 4.10
Cl 6.17 -7.52 6.06
C -9.20 0.18 0.67
Cl -7.96 0.59 -0.54
Cl -9.52 1.59 1.70
Cl -10.69 -0.30 -0.16
Cl -8.62 -1.17 1.67
C -1.13 6.17 -2.10
Cl -2.41 6.41 -3.30
Cl -0.12 7.63 -2.01
Cl -1.86 5.87 -0.51
Cl -0.12 4.79 -2.58
C 6.45 -8.28 0.13
Cl 8.02 -9.03 -0.17
Cl 6.56 -7.23 1.56
Cl 5.96 -7.32 -1.28
Cl 5.23 -9.54 0.43
C -4.89 7.89 1.96
Cl -3.73 6.54 2.09
Cl -4.31 9.04 0.74
Cl -6.48 7.26 1.49
Cl -5.01 8.71 3.53
C 7.73 -0.05 2.19
Cl 7.20 0.17 0.51
Cl 6.36 -0.62 3.17
Cl 9.03 -1.25 2.26
Cl 8.31 1.50 2.83
C -6.01 7.59 -5.56
Cl -4.47 6.73 -5.74
Cl -5.89 8.74 -4.22
Cl -6.37 8.47 -7.06
Cl -7.31 6.42 -5.23
C 5.97 2.79 -7.30
Cl 4.36 2.73 -8.06
Cl 6.93 1.40 -7.86
Cl 6.78 4.30 -7.75
Cl 5.79 2.71 -5.54
C 1.39 -10.82 -0.19
Cl -0.25 -11.09 0.44
Cl 1.43 -11.19 -1.92
Cl 1.85 -9.13 0.07
Cl 2.53 -11.89 0.67
C -9.15 -5.17 0.69
Cl -7.80 -4.64 1.72
Cl -8.55 -6.36 -0.49
Cl -10.40 -5.91 1.69
Cl -9.83 -3.77 -0.17
C 0.34 -0.78 -6.31
Cl -1.06 0.24 -6.71
Cl 1.70 -0.35 -7.37
Cl 0.80 -0.53 -4.62
Cl -0.08 -2.49 -6.57
C -1.12 -7.56 -2.76
Cl 0.05 -6.33 -2.23
Cl -0.91 -9.03 -1.80
Cl -2.77 -6.94 -2.54
Cl -0.86 -7.93 -4.48
C 4.52 -3.28 10.47
Cl 3.11 -2.20 10.51
Cl 4.87 -3.74 8.79
Cl 5.93 -2.45 11.17
Cl 4.17 -4.74 11.41
C -3.63 11.14 -9.35
Cl -2.41 12.33 -8.85
Cl -3.55 9.73 -8.27
Cl -5.24 11.87 -9.25
Cl -3.31 10.62 -11.02
*
```

Summary:
DFT total energy (hartree): -30892.40649